1.
Below is a molecular structure, C4AuCl2FeO4 in a non-equilibrium geometry, with properties calculated with ωB97M-V/def2-TZVPD.

Charge: +4
Total energy: -2771.0177 a.u.
Multiplicity: 8
Largest force on an atom: 11.27 eV/Å
HOMO energy (spin up / spin down): -25.286 / -27.525 eV
Lowest unoccupied orbital energy (spin up / spin down): -15.89 / -20.02 eV
Expectation value of S²: 15.776
Kohn-Sham gap (spin up / spin down): 9.39 / 7.50 eV

Geometry as XYZ:
```
12
C4AuCl2FeO4 | the Open Molecules 2025 dataset | ωB97M-V/def2-TZVPD
Au 0.519 -0.449 3.349
Fe -0.158 0.752 -3.639
Cl 1.600 -0.886 1.417
Cl -0.248 1.637 -1.690
O 0.397 1.268 5.952
O -1.357 -1.619 5.598
O 0.653 -1.926 -4.719
O -0.777 1.335 -6.572
C -0.744 -1.068 4.790
C -0.603 1.304 -5.423
C 0.418 -0.989 -4.054
C 0.299 0.639 4.992
```

***

2.
Below is 3 unconnected molecules or ions with the total composition C37H75FN4O13P3S in a non-equilibrium geometry, with properties calculated with ωB97M-V/def2-TZVPD.

Charge: +1
Total energy: -4173.8642 a.u.
Multiplicity: 1
Largest force on an atom: 7.09 eV/Å
HOMO energy: -11.768 eV
Lowest unoccupied orbital energy: -2.42 eV
Kohn-Sham gap: 9.34 eV

Geometry as XYZ:
```
134
C37H75FN4O13P3S | the Open Molecules 2025 dataset | ωB97M-V/def2-TZVPD
S 3.102 0.842 6.083
P 2.802 0.491 -1.490
P -1.622 -6.301 -2.027
P -4.990 -1.088 -1.551
F 3.285 5.490 3.108
O -6.007 -0.526 -2.682
O -2.794 -6.472 -0.928
O 0.852 5.205 -2.118
O -3.967 -0.012 -1.406
O -0.752 -5.247 -1.139
O 7.094 0.126 2.252
O 1.468 -1.039 4.964
O -5.591 -2.594 -1.633
O 7.418 2.250 1.731
O -5.883 -0.775 -0.204
O 4.140 -0.368 -1.886
O -0.897 -7.695 -1.574
O -1.128 -6.156 -3.415
N 2.640 -1.803 3.287
N 2.786 0.780 0.337
N 3.387 -0.864 3.956
N 0.284 1.316 3.100
C 3.295 5.154 -2.477
C -1.452 5.812 -1.980
C -5.703 -3.442 -0.469
C 2.054 5.162 3.656
C 6.153 0.829 0.184
C -0.531 -8.692 -2.536
C -3.039 -8.307 0.603
C 6.919 1.013 1.476
C -0.539 2.807 0.488
C 1.372 3.988 2.938
C 1.444 -0.729 -1.765
C 2.680 -0.402 4.942
C -2.157 -3.315 -0.685
C 3.328 3.040 1.445
C -5.299 -0.188 0.958
C 0.509 1.905 -0.113
C -0.354 5.169 -2.844
C 3.909 5.158 0.030
C 1.916 4.546 -2.793
C 1.382 1.063 0.852
C 2.480 2.335 5.215
C 1.541 1.467 2.330
C 3.375 5.965 -1.174
C 3.197 2.545 3.860
C 2.922 4.019 0.319
C -1.708 2.370 0.952
C -0.913 -3.854 -1.366
C -5.578 -1.739 -4.755
C 5.088 1.941 0.015
C -3.470 -7.734 -0.726
C 3.857 1.686 0.895
C -5.563 -0.402 -4.037
C 0.969 -8.698 -2.732
C 1.513 -1.875 3.918
C 2.292 2.813 2.605
C -5.734 1.256 1.086
C -7.164 -3.582 -0.113
H 2.456 6.487 -0.910
H -2.177 -3.607 0.366
H 3.988 5.862 0.858
H 2.193 0.691 2.743
H 4.123 6.747 -1.345
H -1.966 -8.490 0.622
H 1.790 -1.394 -2.558
H -4.829 -2.416 -4.335
H -7.722 -3.988 -0.958
H 2.925 3.440 -0.613
H -3.058 -3.723 -1.150
H 0.849 4.424 2.091
H -5.293 -4.417 -0.737
H -0.381 3.882 0.474
H -0.297 5.724 -3.789
H -4.541 -7.527 -0.708
H -0.317 0.688 2.579
H -2.163 1.457 0.563
H -5.365 -1.608 -5.816
H -7.606 -2.617 0.126
H 3.941 3.337 3.967
H 3.788 1.639 3.699
H -3.558 -9.245 0.803
H 2.166 4.977 4.726
H -5.280 1.724 1.962
H 3.980 4.302 -2.366
H -4.565 0.045 -4.065
H -7.288 -4.246 0.743
H 0.634 -2.470 3.731
H -6.819 1.317 1.182
H 4.212 3.467 1.923
H -0.934 6.451 -1.258
H 0.907 0.079 0.895
H 1.921 4.441 0.398
H 0.476 0.872 3.988
H -0.037 -3.358 -0.942
H -2.195 -2.224 -0.755
H 5.576 2.824 0.427
H 4.244 1.196 1.795
H -0.856 -9.656 -2.137
H 1.472 -8.929 -1.792
H 1.735 4.650 -3.871
H 1.847 3.469 -2.582
H 4.895 2.185 -1.029
H -6.248 0.289 -4.526
H -5.118 -3.057 0.366
H -2.103 6.467 -2.555
H -0.932 -3.644 -2.440
H -4.212 -0.272 0.942
H 6.884 0.878 -0.626
H -3.257 -7.604 1.408
H -0.667 4.145 -3.094
H -2.003 5.053 -1.426
H 3.656 5.706 -3.343
H 1.377 6.017 3.573
H -0.060 1.203 -0.734
H 2.986 -0.149 0.728
H 0.593 -0.186 -2.172
H 1.212 -1.265 -0.842
H 5.707 -0.161 0.244
H -5.656 -0.760 1.820
H 2.761 3.149 5.887
H -1.051 -8.541 -3.481
H -6.548 -2.222 -4.643
H 1.324 -7.719 -3.053
H -2.258 2.921 1.706
H 4.898 4.795 -0.261
H 1.072 2.504 -0.831
H -5.458 1.826 0.199
H -3.281 -8.425 -1.545
H 1.393 2.336 5.185
H 4.349 -1.051 -1.230
H 1.261 -9.440 -3.476
H 7.306 2.427 2.675
H 0.586 3.671 3.628
```

***

3.
Below is 2 unconnected molecules or ions with the total composition C2HBrO2 in a non-equilibrium geometry, with properties calculated with ωB97M-V/def2-TZVPD.

Total energy: -2801.1942 a.u.
Multiplicity: 1
Largest force on an atom: 2.37 eV/Å
HOMO energy: -9.383 eV
Lowest unoccupied orbital energy: -1.27 eV
Kohn-Sham gap: 8.11 eV

Geometry as XYZ:
```
6
C2HBrO2 | the Open Molecules 2025 dataset | ωB97M-V/def2-TZVPD
Br 0.990 0.186 1.574
O -1.540 -0.627 -1.509
O -0.274 -2.418 -0.852
C -0.871 -1.485 -1.152
C 0.370 1.801 0.928
H 1.325 2.544 1.010
```

***

4.
Below is a molecular structure, C50H41F5HfN3OP2S2 in a non-equilibrium geometry, with properties calculated with ωB97M-V/def2-TZVPD.

Charge: +3
Total energy: -4195.0782 a.u.
Multiplicity: 1
Largest force on an atom: 2.74 eV/Å
HOMO energy: -15.167 eV
Lowest unoccupied orbital energy: -9.17 eV
Kohn-Sham gap: 5.99 eV

Geometry as XYZ:
```
105
C50H41F5HfN3OP2S2 | the Open Molecules 2025 dataset | ωB97M-V/def2-TZVPD
Hf -0.091 -0.471 -0.763
S 6.440 -1.977 -1.363
S 0.074 -2.835 -1.636
P -2.146 1.140 -1.135
P 0.647 2.151 -1.105
F -2.313 -1.688 -0.329
F -4.877 -5.687 -0.220
F -2.789 -7.034 -1.348
F -0.490 -5.734 -1.940
F -4.605 -2.990 0.325
O -0.281 -0.565 1.243
N 2.087 -0.746 -0.950
N -1.043 2.426 -1.373
N 7.798 -4.033 2.438
C 4.114 -1.474 0.122
C 0.526 1.247 -3.765
C -2.602 -0.383 4.096
C -4.274 1.319 -4.629
C -1.372 -3.696 -1.177
C -0.217 -1.038 4.185
C -5.605 2.981 1.239
C -0.291 -1.018 5.553
C 2.803 -1.073 0.149
C 4.049 -1.189 -2.254
C -1.452 -0.615 6.230
C 2.316 6.300 -0.090
C -1.505 -5.072 -1.410
C -2.863 0.772 -2.765
C -2.417 -0.370 -3.436
C -4.318 3.479 1.386
C 6.952 -2.756 0.179
C 1.046 -1.463 3.519
C 1.696 4.085 0.603
C -3.758 -5.059 -0.518
C 1.890 6.018 -1.381
C 3.188 1.835 -4.306
C -3.634 -3.696 -0.249
C -3.888 -0.193 3.358
C 2.647 2.167 -3.074
C -2.602 -0.358 5.470
C -1.358 -0.631 3.405
C 2.397 1.231 -5.272
C 7.567 -2.739 2.466
C -3.516 1.862 -0.193
C -4.798 1.318 -0.297
C 1.065 0.952 -5.008
C 7.208 -4.118 0.144
C 7.143 -2.030 1.345
C 7.641 -4.715 1.326
C 1.309 1.881 -2.798
C -3.268 2.915 0.686
C 4.798 -1.535 -1.109
C -1.456 -0.509 7.700
C 2.732 -0.846 -2.139
C 1.371 4.776 -1.692
C -1.299 -0.412 2.032
C -3.795 1.616 -3.364
C -5.838 1.889 0.414
C -2.683 -5.746 -1.097
C -2.456 -3.058 -0.590
C 1.277 3.803 -0.696
C -3.841 0.176 -5.286
C 2.212 5.334 0.901
C -2.913 -0.671 -4.692
H 0.446 0.507 -5.771
H 2.145 -0.649 -3.028
H 1.048 4.557 -2.701
H 0.837 -2.216 2.758
H -0.524 1.053 -3.575
H -3.521 -0.150 5.997
H -4.135 4.320 2.036
H 1.620 3.328 1.373
H -2.589 -1.563 -5.206
H -4.720 -0.247 4.056
H 7.095 -4.695 -0.761
H 4.518 -1.223 -3.224
H -4.233 -0.061 -6.264
H 4.225 2.046 -4.518
H 2.537 5.551 1.906
H 0.569 -1.312 6.136
H 3.254 2.661 -2.327
H -1.341 -1.497 8.148
H 2.272 -0.997 1.093
H -0.602 0.073 8.045
H 1.965 6.765 -2.156
H -2.372 -0.064 8.075
H 1.512 -0.598 3.043
H -2.264 3.301 0.803
H -4.991 1.974 -5.101
H -1.370 3.352 -1.640
H 7.871 -5.770 1.370
H -2.214 -0.016 1.568
H -1.662 -1.019 -2.961
H -4.031 -0.971 2.609
H 2.817 0.985 -6.234
H -4.144 2.493 -2.839
H -6.426 3.440 1.768
H -4.984 0.469 -0.942
H 2.728 7.271 0.140
H 1.742 -1.880 4.243
H 7.736 -2.245 3.413
H 4.615 -1.732 1.042
H -3.938 0.778 2.863
H 7.001 -0.960 1.384
H -6.835 1.495 0.309
```

***

5.
Below is a single C6H7O2PS molecule in a non-equilibrium geometry, with properties calculated with ωB97M-V/def2-TZVPD.

Total energy: -1122.6412 a.u.
Multiplicity: 3
Largest force on an atom: 5.16 eV/Å
HOMO energy (spin up / spin down): -7.899 / -8.513 eV
Lowest unoccupied orbital energy (spin up / spin down): 0.52 / -1.83 eV
Expectation value of S²: 2.052
Kohn-Sham gap (spin up / spin down): 8.42 / 6.69 eV

Geometry as XYZ:
```
17
C6H7O2PS | the Open Molecules 2025 dataset | ωB97M-V/def2-TZVPD
S 2.924 1.633 -0.252
P -1.256 0.035 0.345
O 0.300 0.179 -0.323
O -1.783 1.460 -0.127
C -1.384 2.744 0.276
C 1.389 -0.512 -0.064
C 1.334 -1.871 0.064
C 1.275 -3.099 0.182
C 2.644 0.027 -0.224
C -1.964 -1.266 -0.475
H -0.450 2.848 0.725
H -1.124 -2.007 -0.783
H -2.772 -1.767 -0.044
H 3.513 -0.594 0.036
H 0.913 -4.095 0.207
H -1.413 3.363 -0.537
H -2.148 2.922 0.995
```

***

6.
Below is a single CH2O3S molecule in a non-equilibrium geometry, with properties calculated with ωB97M-V/def2-TZVPD.

SMILES: O=S(=O)=CO
Total energy: -663.0870 a.u.
Multiplicity: 1
Largest force on an atom: 3.40 eV/Å
HOMO energy (spin up / spin down): -9.766 / -9.652 eV
Lowest unoccupied orbital energy (spin up / spin down): -1.77 / -1.62 eV
Kohn-Sham gap (spin up / spin down): 8.00 / 8.03 eV

Geometry as XYZ:
```
7
CH2O3S | the Open Molecules 2025 dataset | ωB97M-V/def2-TZVPD
S -0.037 0.209 1.176
O -1.261 0.753 1.717
O -0.534 0.462 -1.461
O 0.589 -0.843 1.920
C -0.049 -0.403 -0.502
H 0.260 0.543 -2.130
H 1.032 -0.720 -0.721
```